2 unconnected molecules or ions with the total composition CH6N3O2. Source: OMol25; level of theory: wB97M-V/def2-TZVPD.

Element x y z (Å)
C -0.4144 -0.1918 -0.0557
N -0.7947 -1.4101 0.1374
N -1.0284 0.9156 -0.2972
N 2.0044 -0.3030 -0.4202
O -2.4371 0.9913 -0.0933
O 2.5690 0.7188 0.2509
H -1.6506 -1.6787 -0.3507
H -0.1196 -2.0372 0.5143
H -0.4144 1.7035 -0.3010
H 1.8277 0.1144 -1.3197
H -2.4971 0.7215 0.8255
H 2.9552 0.4557 1.1097

Values from the calculation:
Spin multiplicity: 1
Total energy: -355.965903 Eh
Energy relative to the best compared isomer or geometry (same formula, charge and spin): 3.640 eV
Total charge: +1
Orbital gap (spin up / spin down): 7.958 / 9.741 eV

2 unconnected molecules or ions with the total composition CH6N3O2S. Source: OMol25; level of theory: wB97M-V/def2-TZVPD.

Element x y z (Å)
C 1.2747 -0.2835 -0.1532
N 1.8357 -1.4608 -0.1165
N -2.1425 0.6444 0.0281
N 1.8464 0.7986 0.3334
O -4.5545 -0.0215 0.1893
O 0.1098 -0.1337 -0.6964
S -3.2320 -0.4670 -0.0742
H 2.6943 -1.5882 0.4037
H 1.1378 -2.2234 -0.5590
H -1.0926 0.4599 -0.4006
H -2.2266 1.6128 0.2682
H 2.8809 0.8797 0.6086
H 1.4685 1.7828 0.1685

Values from the calculation:
Spin multiplicity: 1
Total energy: -754.369222 Eh
Energy relative to the best compared isomer or geometry (same formula, charge and spin): 0.000 eV
Total charge: +1
Orbital gap: 8.735 eV

2 unconnected molecules or ions with the total composition CH6N3OS. Source: OMol25; level of theory: wB97M-V/def2-TZVPD.

Element x y z (Å)
C 1.0741 -0.0110 0.1444
N 2.0380 0.6896 -0.4351
N 0.0110 -0.4140 -0.6353
N -0.8544 -1.1497 0.0662
O 1.2061 -0.2170 1.4417
S -3.1908 0.6948 -0.1552
H 1.9925 1.0711 -1.4482
H 2.7660 1.1790 0.1793
H -0.0930 -0.1302 -1.6732
H -1.6966 -1.3918 -0.4770
H 0.6304 -0.8207 1.9609
H -3.8833 0.4997 1.0316

Values from the calculation:
Spin multiplicity: 1
Total energy: -679.024408 Eh
Energy relative to the best compared isomer or geometry (same formula, charge and spin): 3.145 eV
Total charge: +1
Orbital gap (spin up / spin down): 8.202 / 7.296 eV

A single CH6N4O molecule. Source: OMol25; level of theory: wB97M-V/def2-TZVPD.

Element x y z (Å)
N 0.9899 0.5581 -0.2650
C -0.2554 0.0122 -0.2502
N 2.1006 -0.2762 0.0255
N -2.4525 0.4349 0.2180
O -0.3604 -1.2748 0.1184
N -1.2015 0.9033 -0.1391
H 0.5600 -1.5983 0.1226
H 0.6262 1.6046 -0.1243
H 2.8218 -0.1381 -0.6873
H 2.5173 0.0140 0.9120
H -2.9757 0.2242 -0.6321
H -2.3702 -0.4638 0.7014

Values from the calculation:
Spin multiplicity: 1
Total energy: -335.866708 Eh
Energy relative to the best compared isomer or geometry (same formula, charge and spin): 3.535 eV
Orbital gap: 8.498 eV

A molecular structure, CH6N4O2. Source: OMol25; level of theory: wB97M-V/def2-TZVPD.

Element x y z (Å)
C -0.4589 -0.3105 0.9629
N -1.2482 -0.4429 2.1327
N -0.0951 0.8707 0.7226
N 1.4193 0.5590 -1.1898
N 0.7041 1.3811 -0.3664
O 0.5660 -0.2934 -1.9915
O -0.3673 -1.3804 0.1784
H -1.5397 0.4153 2.5250
H -1.8542 -1.1849 1.8891
H 0.3935 0.2068 -2.7559
H 2.0759 -0.3326 -0.5423
H 0.1469 1.9425 -1.0089
H 0.2577 -1.4306 -0.5560

Values from the calculation:
Spin multiplicity: 1
Total energy: -411.040063 Eh
Energy relative to the best compared isomer or geometry (same formula, charge and spin): 4.041 eV
Orbital gap: 9.115 eV

A single CH6N4OS molecule. Source: OMol25; level of theory: wB97M-V/def2-TZVPD.

Element x y z (Å)
C -0.1536 0.1707 -0.0782
H 1.9083 -1.8052 -0.5892
H 1.7271 -1.2756 0.8769
H -0.7772 -1.6905 0.0816
H 1.6815 0.7089 -0.8438
H -0.1664 2.3836 -0.1809
H -3.3852 0.6148 0.8428
N 1.2211 -1.8183 0.1409
N 0.0367 -1.1985 -0.2064
N 1.0274 0.8959 0.0157
N -1.2453 0.8323 -0.0292
O 0.8342 2.2689 0.0350
S -2.7086 -0.0870 -0.0651

Values from the calculation:
Spin multiplicity: 1
Total energy: -734.044255 Eh
Energy relative to the best compared isomer or geometry (same formula, charge and spin): 0.868 eV
Orbital gap: 9.411 eV

A molecular structure, CH6N4S. Source: OMol25; level of theory: wB97M-V/def2-TZVPD.

Element x y z (Å)
C 0.5459 -0.1347 -0.3276
H 2.0507 0.0395 1.3374
H 1.3390 -1.7818 2.3625
H -0.8023 -0.4397 1.2053
H 0.0413 0.1549 -2.3589
H -2.4240 -0.0052 -1.0127
H -1.8962 1.8354 -1.0001
N 0.9984 -0.4584 1.9384
N 0.0590 -0.6387 0.8466
N -0.3454 0.2436 -1.3696
N -1.6628 0.7907 -0.7392
S 2.0964 0.3943 -0.8821

Values from the calculation:
Spin multiplicity: 1
Total energy: -658.690040 Eh
Energy relative to the best compared isomer or geometry (same formula, charge and spin): 4.933 eV
Orbital gap: 8.658 eV

2 unconnected molecules or ions with the total composition CH6N4S2. Source: OMol25; level of theory: wB97M-V/def2-TZVPD.

Element x y z (Å)
C -0.0030 -0.4412 -0.1035
H -2.7387 -0.2949 0.9305
H -2.9483 -0.3652 -0.6710
H -1.1685 1.4108 -0.1076
H 1.2243 2.6877 1.5905
H 0.7333 -2.0181 -0.5995
H 3.1091 -0.1715 -0.5342
N -2.2095 -0.2825 0.0126
N -1.0458 -1.1457 -0.0261
N -0.0961 0.9589 0.2200
N 1.1289 -0.9895 -0.6868
S 1.4358 1.8299 -0.2595
S 2.5784 -1.1787 0.2347

Values from the calculation:
Spin multiplicity: 1
Total energy: -1056.870409 Eh
Energy relative to the best compared isomer or geometry (same formula, charge and spin): 4.697 eV
Orbital gap: 7.454 eV

2 unconnected molecules or ions with the total composition CH6N5. Source: OMol25; level of theory: wB97M-V/def2-TZVPD.

Element x y z (Å)
C 0.8113 -0.8430 -0.7369
N 1.9784 -0.7231 0.0567
N 2.4788 -0.1060 0.8166
N 0.5789 1.3858 -0.1628
N 0.0951 0.3865 -0.6403
N -1.6615 -0.1332 0.6605
H 1.1658 -0.8321 -1.7222
H 0.0721 -1.5275 -0.3116
H 0.1797 2.3269 -0.3164
H -1.4818 -0.4263 1.5874
H -2.5379 -0.3833 0.2240
H -1.6790 0.8753 0.5447

Values from the calculation:
Spin multiplicity: 1
Total energy: -315.076122 Eh
Energy relative to the best compared isomer or geometry (same formula, charge and spin): 3.003 eV
Total charge: +1
Orbital gap (spin up / spin down): 8.430 / 8.431 eV

2 unconnected molecules or ions with the total composition CH6N5O3. Source: OMol25; level of theory: wB97M-V/def2-TZVPD.

Element x y z (Å)
C 0.9029 1.3433 0.2066
N -0.3965 -1.4366 0.3684
N 1.5223 0.2744 0.0044
N -0.9464 -0.1695 0.3859
N -2.0826 0.0163 -0.1213
N 2.8918 0.0075 -0.0860
O -2.3872 1.3303 -0.1603
O 0.4196 2.3660 0.3533
O -2.8361 -0.7991 -0.5797
H -0.3745 -1.8314 1.3108
H -0.8994 -2.0803 -0.2538
H 0.9380 -0.6671 0.1202
H 3.0698 -0.6524 -0.8394
H 3.4685 0.8339 -0.1951
H -3.2901 1.4646 -0.5141

Values from the calculation:
Spin multiplicity: 3
Total energy: -540.585910 Eh
⟨S²⟩: 2.01
Total charge: +1
Orbital gap (spin up / spin down): 7.178 / 6.077 eV